# 1
Formula: C25H39N7O
Source: the OMol25 dataset
Level of theory: the ωB97M-V functional and the def2-TZVPD basis

Calculated values
SMILES: C[C@@H]1CCCN(CCCNC(=O)[C@H]2CCCN(c3ncnc4c3nc3n4CCCCC3)C2)C1
ΔE to the lowest compared entry with this formula, charge and spin: 0.000 eV
highest occupied orbital energy: -0.2928 hartree
LUMO energy: 0.8 eV
orbital gap: 8.745 eV
largest force on an atom: 1.1 eV/A
total energy: -39039.1782 eV

Structure (XYZ):
```
72
C25H39N7O, DFT the ωB97M-V functional and the def2-TZVPD basis
H -4.97176 2.73534 -0.27961
C -0.85918 -3.78886 1.36674
H 1.10012 -3.32904 0.61825
C 0.81102 2.17532 0.89162
H 2.58529 1.38068 -1.06660
C -1.61019 -3.78218 -1.59063
N -1.30887 3.41587 0.92779
C -1.80285 -2.63617 -0.66872
N -1.44238 -2.68792 0.65000
H 2.29215 2.23478 2.43547
N -1.58639 -1.05622 2.43565
C 4.03304 0.56720 1.80541
C -3.47517 1.17669 -1.80478
C 0.48735 -4.21641 0.78440
C 3.78910 -0.39816 -0.91356
H 1.35680 -5.40374 -0.76584
H 0.75287 2.11519 -0.19608
H 3.68527 0.60176 2.84106
H -2.76764 2.12454 -3.60552
H 4.25763 1.68677 -0.55172
C 4.47638 -0.85276 1.46402
H -1.55539 -4.63625 1.35914
N -2.32355 -1.48953 -1.01042
H -0.03533 -4.81745 -2.60540
C -1.75633 -1.47314 1.17752
H -1.88906 0.58808 3.60468
H -3.89802 2.73532 1.12994
C -2.01259 0.17514 2.61169
H 4.89503 1.25511 1.70948
C 0.07462 3.43667 1.34606
N -3.40491 1.39940 -0.38061
H -1.63687 2.20411 -2.24950
H 0.47748 -3.31341 -1.84092
C -0.14068 -4.20311 -1.70862
C 4.89212 -0.93981 -0.00063
C -2.69013 2.27291 -2.52788
H 0.99115 -4.83806 1.52721
N 2.94011 0.95668 0.93655
H 0.10830 3.52270 2.43597
C -2.77238 0.56932 0.45968
H -1.98817 -3.47460 -2.56596
H 5.12728 -1.97285 -0.26561
H -1.88036 2.69500 1.36227
H 3.64888 -1.53564 1.65623
C -3.92300 2.67962 0.04193
N -2.57794 0.98302 1.72830
H 2.03412 -1.22641 0.01136
C 0.36820 -5.01156 -0.51541
H 0.32003 1.29144 1.30434
C -3.16740 3.83529 -0.62233
C -2.32005 -0.72513 0.13053
H -2.61538 4.42781 -2.61389
C -3.22212 3.65222 -2.14546
H 5.79597 -0.34322 -0.15021
H 1.87813 -0.98830 -1.72598
H -3.07653 0.18820 -2.03230
C 2.55895 -1.30201 -0.93694
H -3.67012 4.77405 -0.36112
H 0.53814 4.31983 0.89949
H 4.18761 -0.32128 -1.93186
C 3.39459 1.00246 -0.44034
H 2.84662 -2.33645 -1.11621
C -1.70072 4.02450 -0.20563
H 2.77954 3.07659 0.95290
H 5.30984 -1.13929 2.10840
H -4.25282 3.75972 -2.49176
H -2.20578 -4.63289 -1.24518
H -0.73572 -3.44403 2.39640
C 2.27093 2.17852 1.34375
H -4.52774 1.21651 -2.11250
O -0.97016 4.75037 -0.85490
H -0.29094 -5.86883 -0.35363
```

Atomic partial charges in e from the Löwdin method, atoms 1 to 5: 0.134, -0.118, 0.098, -0.157, 0.117

---

# 2
Formula: C25H39NO3
Source: the OMol25 dataset
Level of theory: the ωB97M-V functional and the def2-TZVPD basis

Calculated values
SMILES: CCCCCCCCCCCCCCCCOc1nc2ccc(C)cc2c(=O)o1
ΔE to the lowest compared entry with this formula, charge and spin: 0.087 eV
highest occupied orbital energy: -0.3163 hartree
LUMO energy: 0.3 eV
orbital gap: 8.891 eV
largest force on an atom: 0.7 eV/A
total energy: -34192.1279 eV

Structure (XYZ):
```
68
C25H39NO3, DFT the ωB97M-V functional and the def2-TZVPD basis
C -2.77224 -2.57862 -1.38638
O -0.52236 4.04329 -3.47109
H -2.86489 -2.54455 -4.08087
H -0.26198 -1.91665 2.25362
H -1.08492 0.60747 -4.93199
H -1.07276 -1.46406 -0.70586
H -1.70150 -1.26828 -3.71862
H 1.15955 -3.75211 -0.78406
C 1.26920 1.18884 6.14532
H 0.89626 -4.38972 0.83779
C 1.06646 -0.45048 4.19602
O 0.39455 5.59089 -2.16649
C 1.78912 3.56000 -0.62880
H -0.70588 -2.60500 -2.00387
C -0.84380 -3.51254 -0.06016
C 0.66741 -3.55390 0.17178
C 0.28738 4.42061 -2.40549
C 0.92781 3.31980 -1.70115
H 0.17917 1.18944 6.21629
H -3.28724 -0.85189 -5.69577
C 0.67923 2.00566 -2.12834
C -3.30172 -1.46028 -2.28424
H 2.76946 0.78181 4.65853
H 3.36411 3.79076 1.44480
C -2.76170 -1.52097 -3.71339
H 3.04387 2.14816 2.02123
H 2.34857 -2.35837 0.74123
H 4.36150 2.44060 0.89285
H -2.05583 1.33008 -6.25182
H -3.05164 -0.49864 -1.83267
H -3.31971 -2.55043 -0.44055
C -1.27918 -2.46626 -1.08542
H 1.61507 2.19948 6.37567
H -0.02134 -0.39300 4.28061
H 1.36543 1.66736 4.05726
H 1.12047 -2.84360 2.83717
C 1.67970 0.84971 4.71200
C -3.51588 -0.58561 -4.66145
H -2.97697 -3.54495 -1.85379
C 1.32642 0.94910 -1.48593
C 2.18460 1.20782 -0.44236
H -3.05873 1.09442 -3.38441
H 1.94906 4.58348 -0.32427
H 2.92809 0.18494 7.09748
H 0.98021 -1.42343 0.14475
C 1.25844 -2.27476 0.76564
H -4.58774 -0.73264 -4.51538
H 1.11790 0.12366 2.12336
C -1.89866 1.29581 -5.17169
H -1.16004 -4.49771 -0.41322
O -1.50823 2.62155 -4.80828
H 1.40471 -1.28754 4.80876
C 1.84388 0.22686 7.17861
H 2.69369 0.38904 0.04469
C 0.82442 -2.00356 2.20410
H -1.35771 -3.32859 0.88490
C -0.70474 2.74454 -3.76926
N -0.17964 1.74691 -3.17191
H 1.44882 -0.77630 7.04189
H 1.58848 0.55621 8.18327
H 1.14461 -0.05526 -1.83418
C 3.34959 2.74219 1.16125
H -3.99738 1.51877 -4.81464
C -3.18234 0.89256 -4.44854
C 2.41959 2.51180 0.01110
H 2.53517 -0.78178 2.66311
H -4.39167 -1.53581 -2.32025
C 1.44642 -0.71634 2.74150
```

Atomic partial charges in e from the Löwdin method, atoms 1 to 5: -0.219, 0.190, 0.115, 0.110, 0.113

---

# 3
Formula: C25H40B2ClF2N11O14
Source: the OMol25 dataset
Level of theory: the ωB97M-V functional and the def2-TZVPD basis

Calculated values
SMILES: Cc1c2c(c(CCCCl)c(B(O)O)c1N(C(=O)F)C(=O)F)C(=O)C(CB(O)O)=C(C[C@H]1CO1)C2=O.NC(N)=O.NC(N)=O.NC(N)=O.NC(N)=O.NC(N)=O
highest occupied orbital energy: -0.3483 hartree
LUMO energy: -1.0 eV
orbital gap: 8.478 eV
largest force on an atom: 2.7 eV/A
total energy: -90949.3547 eV

Structure (XYZ):
```
95
C25H40B2ClF2N11O14, DFT the ωB97M-V functional and the def2-TZVPD basis
H -4.81423 8.10165 1.35251
H -4.90579 -1.16993 -1.90428
H -4.09615 1.89590 1.42079
N -2.86923 -5.71119 4.28436
H -7.24369 9.91719 5.92755
C 1.59235 -0.67832 0.04519
C 2.70280 0.05599 -0.38527
H 5.32018 -1.90606 -0.08815
F 4.60213 2.08735 1.29229
H 4.54010 -9.47900 -3.76703
B 4.00453 -0.76048 -0.84272
H 7.49495 -3.36125 -1.92574
O -2.96159 2.26926 -1.73010
H 0.81537 -2.64400 0.60739
C -2.30388 -4.50603 3.95789
H 9.65717 -3.97658 -2.60867
N 7.12383 -4.05826 -2.54258
H -1.25284 -3.60288 2.46836
N -7.40811 10.01829 4.94467
O 4.99420 -1.01124 0.07902
H 5.05132 -7.70046 -2.30145
H 1.82468 -4.70059 -0.37050
O -4.59207 4.92549 1.35533
O 2.23165 -7.28948 -3.71177
N 4.17511 -7.28315 -2.55098
C -3.89025 2.12612 -0.69398
O -0.78639 -1.74777 1.58213
H -5.39515 8.53098 5.41323
C 2.69040 1.42821 -0.40630
H -1.62875 -5.25741 2.12442
H -5.03180 8.22619 3.75008
H 6.12858 -4.17864 -2.60090
O 4.21442 -1.21086 -2.12057
H -3.18004 -1.58907 1.55185
Cl 3.91736 -4.22002 -1.33018
H 9.84608 -5.24144 -3.77048
N -1.67930 -4.47165 2.74352
C -2.05925 0.06654 0.86875
H -6.90356 5.37360 0.55943
C 3.29264 -7.82938 -3.43233
H -3.47388 7.09737 1.79705
O 7.42610 -5.71227 -4.06537
C -3.32091 2.26522 0.74550
C 1.55019 2.11356 0.02458
N 3.67538 -9.02119 -3.98093
O -6.86192 9.56526 2.78817
H 0.46331 -2.90861 -1.73086
H 3.04607 -9.44756 -4.63438
H -2.44449 -3.08638 -0.87134
C -6.64088 9.42700 3.98300
H 1.79150 -4.87438 -2.14876
C -3.87105 3.41562 -1.49710
N -5.60676 8.66782 4.44360
H -4.73925 1.46482 -0.84365
C 1.61804 -2.19188 0.02854
C 4.93765 2.20720 -0.00258
H -3.33651 -5.77206 5.16907
H 2.55270 -2.59806 0.43897
O 4.92390 1.45372 -2.74834
C -2.08989 1.39984 0.84222
C -0.76788 2.12572 0.96595
C -5.09583 6.02689 1.20473
C -0.75484 -0.67321 1.01630
O -3.36746 -2.91360 -0.65510
H -2.83883 -6.51873 3.69277
F 3.29974 2.90373 -2.96183
H 3.91234 -6.40464 -2.14149
C 4.10991 2.13915 -2.21031
N -4.41824 7.18471 1.46902
N -6.37366 6.19991 0.76307
O -0.75710 3.22517 1.47451
H 2.22853 3.99914 -0.79124
O -3.99547 -0.89255 -1.74235
H 3.73597 -0.66835 -2.75678
C 2.10462 -4.23611 -1.31934
C 0.48091 0.00523 0.48962
O 6.08604 2.31889 -0.30933
H -4.63898 3.52460 -2.25465
H 0.54367 3.93701 -0.35328
H -8.17653 10.58291 4.63433
H -3.09038 3.31542 0.87692
H -3.13642 4.16336 -1.22695
C 1.50306 -2.81851 -1.40119
O -2.35703 -3.54013 4.69732
H 1.78409 4.05389 0.95421
N 9.24722 -4.66394 -3.21115
H 2.07379 -2.25500 -2.13943
C 0.46762 1.40738 0.48131
H -4.20760 -0.23245 1.09418
B -3.55893 -1.52285 -0.58730
C 7.89886 -4.86931 -3.32458
N 3.81159 2.24744 -0.83159
C -3.30942 -0.79204 0.80777
C 1.54134 3.63913 -0.02495
H -6.80178 7.09910 0.63863
```

Atomic partial charges in e from the Löwdin method, atoms 1 to 5: 0.088, 0.115, 0.128, 0.140, 0.093